112
Properties=species:S:1:pos:R:3 method="wB97M-V/def2-TZVPD" lumo_energy_ev=-3.02 total_charge=+1 orbital_gap_ev=6.37 mol_weight_g_mol=1014.277
Tl -1.415 2.338 0.669
C 1.693 -2.224 3.356
C 1.580 -1.006 2.428
C 2.330 -1.286 1.129
C 2.993 -0.069 0.485
C 4.151 0.428 1.342
C 3.488 -0.454 -0.903
N 1.939 1.003 0.317
C 2.408 2.361 -0.087
C 2.496 3.315 1.077
N 1.171 3.827 1.385
C 0.832 4.909 0.465
C -0.560 5.479 0.775
O -0.615 6.673 1.020
O -1.559 4.659 0.788
C 1.066 4.256 2.804
C 2.271 5.051 3.316
C 0.742 3.057 3.702
C -0.733 2.947 4.184
C -1.461 4.294 4.184
C -0.749 2.431 5.631
N -1.490 2.081 3.231
C -1.659 0.666 3.531
C -0.396 -0.186 3.528
N 0.189 -0.522 2.207
C -0.705 -1.486 1.563
C -1.063 -1.524 0.075
O -2.142 -2.034 -0.199
O -0.240 -1.189 -0.885
H 2.746 -2.470 3.496
H 1.202 -3.106 2.938
H 1.270 -2.030 4.340
H 2.083 -0.179 2.938
H 1.662 -1.758 0.406
H 3.131 -1.998 1.333
H 4.913 -0.351 1.368
H 3.853 0.638 2.370
H 4.614 1.324 0.930
H 4.138 -1.326 -0.819
H 4.064 0.346 -1.371
H 2.648 -0.707 -1.553
H 1.275 0.643 -0.378
H 1.377 1.073 1.178
H 1.689 2.740 -0.796
H 3.366 2.260 -0.589
H 3.198 4.112 0.806
H 2.900 2.820 1.964
H 0.818 4.503 -0.551
H 1.550 5.733 0.510
H 0.234 4.949 2.827
H 3.169 4.438 3.420
H 2.032 5.456 4.301
H 2.491 5.897 2.664
H 1.397 3.072 4.578
H 0.971 2.145 3.141
H -0.877 5.056 4.703
H -2.411 4.187 4.715
H -1.678 4.644 3.172
H -0.320 3.194 6.282
H -0.174 1.514 5.775
H -1.773 2.248 5.965
H -2.416 2.481 3.137
H -2.363 0.272 2.793
H -2.120 0.509 4.514
H -0.645 -1.110 4.065
H 0.375 0.318 4.109
H -1.679 -1.408 2.032
H -0.374 -2.517 1.761
F 0.046 2.348 -3.141
C -0.331 1.766 -1.976
F 0.572 0.600 -1.943
F -1.503 1.094 -2.332
C 0.760 -4.425 -0.795
Si -0.815 -4.447 -1.797
C -0.604 -5.566 -3.275
C -2.238 -5.059 -0.772
Sb -1.185 -2.000 -2.649
Si 0.315 -1.346 -4.764
C 0.464 -3.076 -5.447
C 1.990 -0.611 -4.552
C -0.846 -0.374 -5.819
Si -3.820 -1.908 -3.039
C -4.285 -0.493 -4.138
C -3.942 -3.520 -3.971
C -4.749 -1.914 -1.446
H 1.129 -5.448 -0.680
H 0.589 -4.019 0.206
H 1.545 -3.834 -1.274
H -0.672 -6.603 -2.932
H 0.368 -5.439 -3.751
H -1.376 -5.419 -4.034
H -1.970 -6.033 -0.353
H -3.145 -5.191 -1.365
H -2.469 -4.379 0.046
H 1.083 -3.719 -4.819
H 0.937 -3.020 -6.433
H -0.510 -3.558 -5.578
H 2.656 -1.265 -3.988
H 1.949 0.365 -4.071
H 2.404 -0.482 -5.558
H -1.809 -0.878 -5.912
H -0.415 -0.289 -6.822
H -1.013 0.633 -5.434
H -3.715 -0.477 -5.065
H -4.147 0.466 -3.644
H -5.345 -0.594 -4.396
H -3.352 -3.503 -4.893
H -4.986 -3.686 -4.253
H -3.620 -4.375 -3.374
H -4.710 -0.928 -0.979
H -4.334 -2.631 -0.740
H -5.794 -2.169 -1.641

108
Properties=species:S:1:pos:R:3 method="wB97M-V/def2-TZVPD" e_above_lowest_ev=7.769 lumo_energy_ev=0.60 smiles=c1ccccc1.COCCOC.COCCOC.COCCOC.COCCOC.COCCOC.COCCOC orbital_gap_ev=9.80 mol_weight_g_mol=618.846
C 0.150 8.641 1.401
O 1.054 7.583 1.214
C 2.396 7.980 1.441
C 3.305 6.876 0.981
O 3.465 6.744 -0.413
C 2.460 5.949 -1.037
H 0.267 9.218 2.328
H -0.887 8.325 1.349
H 0.344 9.377 0.606
H 2.579 8.230 2.491
H 2.578 8.894 0.861
H 3.033 5.931 1.463
H 4.320 7.074 1.338
H 2.840 5.491 -1.948
H 1.619 6.626 -1.210
H 2.102 5.127 -0.409
C 4.301 -0.741 0.713
O 4.003 0.226 1.674
C 4.704 1.428 1.503
C 5.947 1.457 2.419
O 6.773 0.382 1.979
C 8.006 0.284 2.663
H 4.070 -0.446 -0.320
H 3.753 -1.669 0.880
H 5.354 -1.034 0.660
H 4.105 2.304 1.750
H 5.132 1.529 0.503
H 5.668 1.337 3.469
H 6.541 2.365 2.272
H 8.141 -0.721 3.061
H 8.095 0.985 3.497
H 8.803 0.524 1.956
C -4.055 3.984 -1.567
O -5.434 3.757 -1.418
C -5.808 2.966 -0.315
C -5.186 3.435 1.001
O -3.907 2.842 1.129
C -3.273 3.267 2.311
H -3.542 4.616 -0.843
H -3.926 4.536 -2.506
H -3.579 3.025 -1.796
H -5.529 1.924 -0.504
H -6.890 2.971 -0.190
H -5.819 3.076 1.830
H -5.212 4.518 1.166
H -3.149 4.346 2.433
H -2.332 2.734 2.407
H -3.851 2.956 3.194
C -0.737 -1.386 -0.955
O -0.303 -0.210 -0.272
C 0.843 0.358 -0.860
C 1.276 1.664 -0.218
O 0.459 2.771 -0.538
C -0.790 2.709 0.131
H -0.026 -1.740 -1.704
H -1.656 -1.053 -1.446
H -0.951 -2.204 -0.266
H 0.784 0.464 -1.953
H 1.699 -0.327 -0.733
H 2.225 1.907 -0.705
H 1.539 1.447 0.824
H -1.311 1.796 -0.159
H -1.433 3.562 -0.080
H -0.616 2.701 1.213
C -1.412 -5.727 2.332
O -1.018 -4.534 1.714
C -0.940 -3.436 2.592
C -2.335 -2.843 2.957
O -2.162 -1.740 3.815
C -1.879 -0.474 3.262
H -0.735 -6.550 2.068
H -2.378 -6.059 1.941
H -1.394 -5.741 3.426
H -0.280 -2.657 2.210
H -0.504 -3.731 3.552
H -2.792 -3.561 3.639
H -2.937 -2.616 2.076
H -2.447 -0.375 2.322
H -0.838 -0.427 2.923
H -2.187 0.321 3.933
C 3.357 -6.028 -4.846
O 2.649 -5.158 -5.725
C 1.251 -5.323 -5.714
C 0.550 -4.889 -4.450
O 0.455 -5.912 -3.499
C -0.162 -5.483 -2.295
H 3.173 -7.062 -5.151
H 3.082 -5.811 -3.817
H 4.404 -5.818 -5.050
H 1.058 -6.390 -5.891
H 0.822 -4.775 -6.551
H -0.433 -4.478 -4.738
H 1.031 -3.988 -4.033
H -1.209 -5.176 -2.359
H 0.388 -4.616 -1.908
H -0.075 -6.358 -1.656
C -4.356 -4.219 0.088
C -4.181 -3.362 -0.974
C -3.902 -3.799 -2.279
C -3.778 -5.143 -2.523
C -3.874 -6.022 -1.438
C -4.157 -5.581 -0.168
H -4.621 -3.842 1.065
H -4.217 -2.276 -0.945
H -3.849 -3.069 -3.076
H -3.650 -5.514 -3.533
H -3.761 -7.085 -1.616
H -4.285 -6.360 0.574

114
Properties=species:S:1:pos:R:3 method="wB97M-V/def2-TZVPD" lumo_energy_ev=1.99 total_charge=-1 orbital_gap_ev=7.09 mol_weight_g_mol=708.840
O -0.850 2.936 0.577
C -1.076 3.961 -0.141
N -1.675 4.799 -0.914
Al -2.184 3.837 -2.549
C -4.185 4.096 -3.008
C -4.834 5.056 -1.854
C -6.383 5.419 -2.121
C -7.409 4.684 -1.103
O -8.768 4.967 -1.626
C -9.317 3.826 -2.269
O -8.624 3.109 -3.041
H -1.893 2.259 -2.368
H -1.205 4.403 -3.691
H -4.193 4.683 -4.005
H -4.747 3.099 -3.116
H -4.636 4.602 -0.808
H -4.252 6.056 -1.945
H -6.519 6.557 -1.945
H -6.670 5.236 -3.221
H -7.398 5.176 -0.053
H -7.202 3.568 -0.975
H -10.446 3.636 -2.082
C 1.722 1.483 1.017
O 2.686 1.061 0.067
C 2.088 0.568 -1.128
C 3.057 0.701 -2.297
O 3.119 2.024 -2.831
C 3.796 2.990 -2.026
C 5.310 2.804 -2.010
O 5.675 1.757 -1.114
C 6.920 1.175 -1.447
H 1.099 0.638 1.328
H 2.251 1.868 1.892
H 1.100 2.284 0.611
H 1.166 1.115 -1.352
H 1.850 -0.490 -0.965
H 2.684 0.077 -3.115
H 4.053 0.330 -2.047
H 3.378 3.027 -1.019
H 3.581 3.956 -2.494
H 5.789 3.724 -1.654
H 5.660 2.583 -3.025
H 6.884 0.742 -2.452
H 7.122 0.371 -0.735
H 7.722 1.917 -1.382
C 9.973 -3.944 -3.374
O 8.636 -4.191 -2.981
C 8.370 -5.582 -2.821
C 7.207 -5.792 -1.858
O 7.583 -5.670 -0.485
C 7.855 -4.343 -0.026
C 6.600 -3.490 0.127
O 6.176 -2.998 -1.140
C 4.793 -2.696 -1.161
H 10.175 -4.396 -4.350
H 10.110 -2.864 -3.453
H 10.674 -4.327 -2.625
H 9.257 -6.102 -2.442
H 8.109 -5.982 -3.807
H 6.861 -6.824 -1.971
H 6.359 -5.148 -2.093
H 8.606 -3.857 -0.649
H 8.299 -4.468 0.967
H 6.820 -2.624 0.761
H 5.808 -4.088 0.594
H 4.201 -3.591 -0.949
H 4.535 -2.346 -2.164
H 4.560 -1.906 -0.440
C -9.994 -0.688 -2.881
O -10.489 -0.921 -1.577
C -10.022 0.056 -0.653
C -10.987 0.178 0.521
O -12.144 0.964 0.220
C -13.109 0.353 -0.639
C -13.903 -0.758 0.041
O -13.140 -1.960 0.088
C -13.550 -2.814 1.137
H -8.903 -0.759 -2.895
H -10.402 -1.455 -3.544
H -10.315 0.292 -3.248
H -9.918 1.030 -1.143
H -9.042 -0.275 -0.292
H -10.473 0.718 1.322
H -11.266 -0.795 0.926
H -12.651 0.016 -1.570
H -13.808 1.153 -0.901
H -14.810 -0.966 -0.538
H -14.183 -0.439 1.051
H -13.430 -2.318 2.105
H -12.911 -3.700 1.125
H -14.590 -3.126 0.997
C 8.107 -2.290 6.137
O 6.747 -2.008 5.870
C 6.088 -1.421 6.989
C 4.890 -0.598 6.529
O 5.252 0.689 6.023
C 5.882 0.703 4.740
C 4.922 0.400 3.594
O 4.688 -1.003 3.499
C 3.452 -1.298 2.876
H 8.195 -3.022 6.946
H 8.551 -2.712 5.234
H 8.650 -1.374 6.393
H 6.778 -0.781 7.549
H 5.747 -2.238 7.635
H 4.265 -0.398 7.405
H 4.269 -1.141 5.816
H 6.756 0.051 4.723
H 6.247 1.726 4.610
H 5.366 0.726 2.647
H 3.981 0.938 3.756
H 2.623 -0.871 3.448
H 3.330 -2.384 2.856
H 3.438 -0.921 1.848

107
Properties=species:S:1:pos:R:3 method="wB97M-V/def2-TZVPD" lumo_energy_ev=-3.34 total_charge=+1 orbital_gap_ev=6.00 mol_weight_g_mol=737.904
C -4.083 6.158 -1.881
C -2.586 6.013 -2.169
C -1.722 5.835 -0.903
C -0.548 4.809 -1.061
C -0.364 4.062 0.273
C 0.732 2.975 0.263
C 0.573 2.117 1.547
C 1.546 0.911 1.571
N 1.005 -0.443 1.823
C 2.147 -1.360 1.638
C 1.728 -2.825 1.518
C 2.890 -3.735 1.070
C 2.661 -5.189 1.539
C 2.533 -6.097 0.290
C 2.693 -7.562 0.741
C 2.288 -8.547 -0.376
C 0.765 -8.747 -0.373
C 0.501 -0.530 3.135
S 0.912 0.535 4.314
S -0.587 -1.877 3.643
C -1.991 -1.048 4.458
C -3.340 -1.811 4.293
C -4.378 -1.245 3.318
C -3.960 -1.268 1.840
N -2.840 -0.404 1.481
C -5.181 -0.745 1.025
O -5.223 -1.393 -0.231
C -4.634 -0.666 -1.279
C -4.392 -1.664 -2.418
C -3.494 -1.019 -3.467
C -3.951 -1.452 -4.883
I -2.289 -1.700 -6.240
P -3.620 -2.969 1.185
N -2.602 -3.826 2.026
H -4.562 5.203 -1.688
H -4.281 6.821 -1.044
H -4.561 6.570 -2.767
H -2.417 5.230 -2.897
H -2.276 6.945 -2.640
H -1.239 6.790 -0.710
H -2.286 5.541 -0.020
H 0.379 5.355 -1.261
H -0.701 4.131 -1.892
H -0.153 4.779 1.067
H -1.316 3.598 0.538
H 0.679 2.343 -0.623
H 1.684 3.518 0.307
H 0.903 2.768 2.356
H -0.466 1.849 1.668
H 1.980 0.868 0.569
H 2.384 1.125 2.240
H 2.690 -1.121 0.724
H 2.881 -1.249 2.444
H 0.850 -2.950 0.888
H 1.440 -3.158 2.516
H 2.960 -3.665 -0.013
H 3.800 -3.316 1.500
H 1.716 -5.284 2.067
H 3.469 -5.550 2.168
H 3.289 -5.848 -0.449
H 1.535 -5.961 -0.125
H 3.745 -7.682 0.997
H 2.071 -7.732 1.618
H 2.811 -9.481 -0.199
H 2.561 -8.082 -1.321
H 0.400 -8.776 0.652
H 0.248 -7.964 -0.920
H 0.475 -9.687 -0.838
H -2.034 -0.020 4.122
H -1.778 -1.027 5.521
H -3.779 -1.741 5.290
H -3.197 -2.873 4.123
H -4.677 -0.249 3.654
H -5.278 -1.856 3.400
H -2.816 0.430 2.042
H -1.956 -0.896 1.494
H -6.074 -1.052 1.572
H -5.204 0.345 0.985
H -5.314 0.113 -1.628
H -3.679 -0.231 -0.987
H -3.876 -2.507 -1.964
H -5.330 -2.035 -2.822
H -2.460 -1.332 -3.353
H -3.511 0.056 -3.408
H -4.610 -0.699 -5.294
H -4.436 -2.412 -4.789
H -3.124 -2.792 -0.124
H -4.878 -3.607 1.056
H -1.792 -4.058 1.473
C 4.336 3.611 -1.937
C 4.416 5.059 -1.486
C 5.329 5.925 -2.354
O 6.681 5.645 -2.043
C 7.366 4.808 -2.986
N 4.999 5.089 -0.099
H 5.282 3.083 -1.805
H 3.579 3.074 -1.360
H 4.057 3.551 -2.986
H 3.414 5.485 -1.431
H 5.167 6.976 -2.096
H 5.104 5.813 -3.413
H 6.994 4.949 -4.000
H 7.272 3.760 -2.698
H 8.420 5.075 -2.960
H 4.621 4.365 0.512
H 4.869 5.998 0.349
H 6.017 4.958 -0.194